{"formula": "C20H51Ca2CuN3O8", "method": "ωB97M-V/def2-TZVPD", "elements": ["Cu", "Ca", "Ca", "C", "O", "H", "H", "H", "C", "O", "H", "H", "H", "C", "O", "C", "C", "N", "C", "C", "O", "C", "H", "H", "H", "H", "H", "H", "H", "H", "H", "H", "H", "H", "H", "H", "H", "C", "O", "C", "C", "N", "C", "C", "O", "C", "H", "H", "H", "H", "H", "H", "H", "H", "H", "H", "H", "H", "H", "H", "H", "C", "O", "C", "C", "N", "C", "C", "O", "C", "H", "H", "H", "H", "H", "H", "H", "H", "H", "H", "H", "H", "H", "H", "H"], "coordinates": [[-1.911, 0.334, -0.126], [0.820, -3.757, -0.551], [2.589, 0.183, 2.260], [2.042, 0.198, -2.229], [1.712, -0.374, -0.979], [2.307, -0.499, -3.025], [1.257, 0.884, -2.545], [2.997, 0.697, -2.064], [5.335, -4.221, -2.117], [4.222, -4.226, -1.227], [5.609, -5.275, -2.160], [5.148, -3.619, -3.007], [6.221, -3.699, -1.755], [-0.170, 6.199, -1.481], [-1.337, 5.524, -1.254], [-1.965, 4.923, -2.439], [-3.386, 4.172, -2.178], [-3.416, 3.337, -0.936], [-4.687, 3.502, -0.282], [-5.863, 2.971, -1.052], [-6.891, 2.911, -0.036], [-7.931, 2.001, -0.418], [0.750, 5.709, -1.800], [0.112, 6.595, -0.506], [-0.350, 7.125, -2.028], [-1.201, 4.335, -2.946], [-2.063, 5.835, -3.029], [-3.637, 3.555, -3.040], [-4.122, 4.956, -2.360], [-2.735, 3.931, -0.484], [-5.017, 4.514, -0.050], [-4.620, 3.128, 0.739], [-5.609, 1.992, -1.459], [-6.022, 3.594, -1.932], [-8.402, 1.754, 0.534], [-7.570, 1.057, -0.827], [-8.533, 2.319, -1.269], [-2.090, -3.464, -6.526], [-1.593, -4.406, -5.639], [-0.293, -4.005, -5.237], [0.245, -5.229, -4.515], [-0.310, -5.458, -3.205], [0.005, -6.781, -2.683], [-0.896, -7.077, -1.466], [-0.565, -6.112, -0.496], [-1.401, -6.104, 0.641], [-1.877, -2.395, -6.496], [-3.157, -3.594, -6.706], [-1.663, -3.700, -7.500], [-0.227, -3.042, -4.730], [0.266, -3.902, -6.167], [1.327, -5.358, -4.498], [0.153, -6.111, -5.149], [-1.312, -5.364, -3.287], [1.063, -6.909, -2.451], [-0.330, -7.516, -3.416], [-0.998, -8.118, -1.157], [-1.866, -6.778, -1.862], [-1.650, -7.144, 0.852], [-2.203, -5.390, 0.452], [-0.836, -5.966, 1.563], [4.864, 3.079, 1.649], [3.914, 2.784, 2.675], [4.235, 3.462, 3.928], [3.366, 3.140, 5.224], [2.935, 1.665, 5.084], [3.459, 0.961, 6.270], [2.882, 1.372, 7.621], [1.476, 1.008, 7.736], [0.627, 2.092, 8.010], [4.665, 4.120, 1.394], [4.652, 2.417, 0.810], [5.917, 2.935, 1.893], [4.166, 4.541, 3.794], [5.214, 3.119, 4.264], [2.530, 3.827, 5.360], [3.985, 3.303, 6.106], [1.950, 1.764, 5.284], [4.511, 1.247, 6.259], [3.506, -0.119, 6.125], [2.978, 2.456, 7.554], [3.461, 0.938, 8.437], [-0.436, 1.890, 8.143], [0.723, 2.792, 7.180], [0.944, 2.567, 8.938]], "total_charge": 3, "homo_lumo_gap_ev": 2.73, "spin_multiplicity": 1, "lumo_ha": -0.4018}

***

{"formula": "C20H52BBrN5O11PSb", "method": "ωB97M-V/def2-TZVPD", "elements": ["C", "C", "O", "C", "C", "O", "C", "Sb", "O", "B", "O", "O", "P", "O", "Br", "H", "H", "H", "H", "H", "H", "H", "H", "H", "H", "H", "H", "H", "H", "H", "H", "H", "C", "C", "O", "N", "C", "H", "H", "H", "H", "H", "H", "H", "C", "C", "O", "N", "C", "H", "H", "H", "H", "H", "H", "H", "C", "C", "O", "N", "C", "H", "H", "H", "H", "H", "H", "H", "C", "C", "O", "N", "C", "H", "H", "H", "H", "H", "H", "H", "C", "C", "O", "N", "C", "H", "H", "H", "H", "H", "H", "H"], "coordinates": [[-2.060, 3.481, -4.271], [-1.079, 2.290, -4.495], [-1.506, 1.069, -3.920], [-1.541, 1.105, -2.497], [-0.435, 0.212, -1.846], [0.832, 0.788, -2.143], [1.447, 1.396, -1.008], [1.279, 3.620, -0.964], [1.569, 3.584, 1.090], [0.402, 3.380, 1.805], [0.021, 4.358, 2.757], [-0.462, 2.259, 1.625], [3.771, 3.896, -1.432], [4.197, 5.530, -1.124], [4.972, 2.638, 0.060], [-2.234, 3.675, -3.197], [-3.022, 3.338, -4.787], [-1.538, 4.379, -4.659], [-1.062, 2.127, -5.595], [-0.040, 2.559, -4.226], [-1.421, 2.108, -2.057], [-2.512, 0.649, -2.195], [-0.520, -0.824, -2.225], [-0.678, 0.191, -0.765], [1.118, 0.991, -0.037], [2.538, 1.184, -1.094], [1.182, 5.385, -0.908], [1.037, 3.720, -2.694], [-0.460, 3.574, -0.707], [-0.193, 3.891, 3.588], [-0.175, 1.496, 2.133], [4.838, 5.555, -0.405], [0.745, -4.477, -1.156], [-0.269, -3.999, -2.161], [-0.257, -2.863, -2.610], [-1.221, -4.882, -2.567], [-1.408, -6.262, -2.160], [1.433, -3.665, -0.931], [0.247, -4.775, -0.234], [1.316, -5.314, -1.564], [-1.863, -4.493, -3.238], [-1.345, -6.895, -3.047], [-2.404, -6.365, -1.719], [-0.662, -6.573, -1.434], [-3.711, -4.218, 1.718], [-2.286, -4.693, 1.830], [-1.361, -4.084, 1.321], [-2.050, -5.840, 2.525], [-3.007, -6.698, 3.195], [-3.733, -3.299, 1.139], [-4.322, -4.965, 1.208], [-4.123, -4.015, 2.709], [-1.076, -6.095, 2.558], [-2.752, -6.756, 4.255], [-2.949, -7.700, 2.765], [-4.021, -6.325, 3.093], [-1.749, -6.344, -6.887], [-1.712, -7.637, -6.115], [-1.525, -7.665, -4.908], [-1.895, -8.794, -6.805], [-2.129, -8.966, -8.225], [-1.587, -5.516, -6.201], [-0.960, -6.329, -7.640], [-2.721, -6.214, -7.364], [-1.858, -9.616, -6.224], [-3.084, -9.474, -8.369], [-1.335, -9.588, -8.643], [-2.149, -8.015, -8.747], [6.019, 3.704, 5.162], [5.635, 5.153, 5.313], [5.878, 5.788, 6.334], [5.002, 5.745, 4.272], [4.631, 5.161, 2.992], [6.514, 3.373, 6.072], [5.131, 3.090, 5.006], [6.708, 3.579, 4.326], [4.774, 6.712, 4.440], [5.118, 5.728, 2.196], [3.550, 5.238, 2.867], [4.924, 4.119, 2.919], [-1.100, 6.890, 4.802], [-0.893, 5.649, 5.629], [-1.049, 4.534, 5.161], [-0.519, 5.802, 6.928], [-0.284, 7.032, 7.656], [-1.390, 6.597, 3.796], [-1.895, 7.504, 5.232], [-0.175, 7.464, 4.743], [-0.399, 4.927, 7.415], [0.744, 7.036, 8.023], [-0.962, 7.074, 8.512], [-0.443, 7.904, 7.031]], "total_charge": -1, "homo_lumo_gap_ev": 5.03, "spin_multiplicity": 1, "lumo_ha": 0.0634}

***

{"formula": "C20H52Cu2O20S6", "method": "ωB97M-V/def2-TZVPD", "elements": ["Cu", "Cu", "O", "C", "C", "O", "H", "H", "H", "H", "O", "S", "O", "O", "C", "C", "C", "H", "H", "H", "H", "H", "H", "H", "H", "O", "S", "O", "O", "C", "C", "C", "H", "H", "H", "H", "H", "H", "H", "H", "O", "S", "O", "O", "C", "C", "C", "H", "H", "H", "H", "H", "H", "H", "H", "O", "S", "O", "O", "C", "C", "C", "H", "H", "H", "H", "H", "H", "H", "H", "O", "S", "O", "O", "C", "C", "C", "H", "H", "H", "H", "H", "H", "H", "H", "O", "S", "O", "O", "C", "C", "C", "H", "H", "H", "H", "H", "H", "H", "H"], "coordinates": [[-2.623, 4.455, -0.232], [1.045, 2.562, -0.386], [0.836, 0.360, -0.827], [-0.509, 0.125, -0.417], [-1.578, 1.359, -0.485], [-1.145, 2.648, -0.166], [-0.398, -0.200, 0.618], [-1.042, -0.698, -0.893], [-2.505, 1.091, 0.022], [-1.947, 1.320, -1.510], [1.613, 1.346, -4.573], [0.702, 2.349, -3.993], [1.010, 2.875, -2.670], [0.588, 3.618, -5.043], [0.394, 3.457, -6.419], [0.988, 4.787, -7.025], [-1.038, 1.746, -4.214], [-0.661, 3.366, -6.680], [0.938, 2.586, -6.783], [0.827, 4.845, -8.102], [2.071, 4.770, -6.900], [0.703, 5.708, -6.517], [-1.088, 1.549, -5.285], [-1.697, 2.542, -3.869], [-1.047, 0.818, -3.641], [1.001, -4.074, 3.175], [1.936, -4.933, 2.416], [2.002, -6.384, 2.578], [1.737, -4.590, 0.756], [1.731, -3.213, 0.370], [1.429, -3.259, -1.142], [3.630, -4.250, 2.595], [2.706, -2.760, 0.547], [0.957, -2.583, 0.810], [0.609, -3.922, -1.419], [2.312, -3.474, -1.743], [1.097, -2.245, -1.366], [4.217, -4.619, 1.754], [4.086, -4.575, 3.530], [3.591, -3.160, 2.583], [-7.346, -3.116, -4.072], [-5.942, -3.339, -3.656], [-4.967, -3.742, -4.694], [-5.414, -1.944, -2.961], [-4.102, -1.983, -2.288], [-3.108, -1.118, -3.128], [-5.941, -4.529, -2.253], [-3.671, -2.983, -2.244], [-4.219, -1.615, -1.269], [-3.179, -1.402, -4.178], [-2.109, -1.327, -2.746], [-3.359, -0.097, -2.837], [-4.912, -4.710, -1.942], [-6.588, -5.375, -2.485], [-6.443, -4.019, -1.431], [-2.927, 4.281, 1.841], [-3.344, 3.505, 3.034], [-4.580, 3.907, 3.772], [-3.560, 1.970, 2.577], [-3.557, 0.931, 3.576], [-4.397, -0.157, 2.999], [-1.833, 3.314, 4.116], [-3.942, 1.309, 4.523], [-2.540, 0.635, 3.831], [-5.284, 0.148, 2.445], [-4.670, -0.839, 3.805], [-3.843, -0.784, 2.300], [-1.380, 4.300, 4.211], [-1.150, 2.694, 3.535], [-2.277, 2.861, 5.002], [-0.399, 1.269, 6.054], [0.895, 0.619, 6.312], [1.214, -0.035, 7.577], [1.214, -0.442, 5.070], [0.822, -0.125, 3.747], [1.995, -0.448, 2.855], [2.240, 1.880, 6.007], [0.560, 0.907, 3.513], [-0.047, -0.740, 3.515], [2.768, 0.314, 2.952], [1.783, -0.222, 1.810], [2.232, -1.499, 3.018], [2.270, 2.584, 6.839], [2.115, 2.396, 5.055], [3.178, 1.338, 6.125], [3.342, 2.167, -1.063], [4.590, 1.563, -1.563], [5.571, 2.454, -2.166], [5.396, 0.731, -0.398], [4.555, 0.204, 0.667], [5.430, -0.916, 1.288], [4.105, 0.267, -2.862], [3.583, -0.104, 0.284], [4.363, 1.041, 1.339], [6.445, -0.569, 1.482], [5.559, -1.789, 0.648], [5.036, -1.302, 2.228], [5.074, -0.163, -3.116], [3.816, 0.867, -3.725], [3.399, -0.369, -2.329]], "total_charge": 2, "e_above_lowest_kcal_mol": 26.6, "homo_lumo_gap_ev": [7.03, 4.08], "spin_multiplicity": 3, "lumo_ha": [-0.2759, -0.3844], "s_squared": 2.014}

***

Number 1: E -4553.048481 Eh. Number 2: E -5075.251933 Eh. Number 3: E -7967.154500 Eh.